45
Properties=species:S:1:pos:R:3:forces:R:3 method="wB97M-V/def2-TZVPD" lumo_ev=0.18 e_above_lowest_kcal_mol=81.7 orbital_gap_ev=8.676 smiles="O=C(c1cc(COc2ccc3ncccc3c2)on1)N1CCC[C@H](O)C1"
O -1.93756 -0.74617 1.74838 0.17 0.24 0.17
C -2.11856 -0.30550 0.61964 -0.34 -0.41 -0.19
C -1.28180 0.83653 0.16821 0.78 0.84 -0.02
C -0.09121 1.21561 0.84675 0.14 0.59 -0.41
C 0.34247 2.30925 0.15767 -0.24 -0.85 0.68
C 1.53214 3.19851 0.32970 -0.18 0.35 -0.24
O 2.59471 2.56158 0.98994 0.02 -0.14 0.10
C 3.21896 1.50238 0.38708 0.48 -0.29 0.29
C 2.91000 1.02684 -0.90323 -0.07 0.07 -0.15
C 3.59095 -0.03482 -1.43105 -0.04 0.14 0.10
C 4.61322 -0.67439 -0.70371 -0.02 0.37 0.56
N 5.25911 -1.71663 -1.26320 0.06 -0.34 -0.44
C 6.20480 -2.29909 -0.58343 0.01 -0.09 -0.12
C 6.59962 -1.90732 0.71049 -0.11 0.29 0.27
C 5.95949 -0.85355 1.30101 0.14 -0.21 -0.10
C 4.92786 -0.19308 0.59794 -0.11 -0.16 -0.44
C 4.21447 0.89606 1.11998 -0.37 0.32 -0.09
O -0.51410 2.56912 -0.84499 0.60 0.36 0.16
N -1.51326 1.65898 -0.82618 -0.82 -0.50 -0.13
N -2.99683 -0.86781 -0.23452 0.11 -0.28 0.08
C -3.52124 -0.28603 -1.44856 -0.18 0.53 -0.35
C -4.89426 0.32626 -1.15936 0.03 -0.22 -0.10
C -5.84007 -0.72284 -0.57677 0.18 0.18 0.41
C -5.20587 -1.38274 0.65348 -0.17 -0.59 -0.44
O -5.10500 -0.41958 1.67678 0.11 0.26 0.17
C -3.82868 -1.94115 0.27045 -0.19 -0.11 0.51
H 0.34418 0.73503 1.69567 0.13 -0.08 0.19
H 1.26842 4.04263 0.97756 0.05 -0.11 -0.20
H 1.83538 3.59844 -0.64812 -0.03 -0.04 0.12
H 2.13467 1.49472 -1.48961 -0.06 0.03 -0.06
H 3.36135 -0.40646 -2.41716 -0.02 -0.04 -0.10
H 6.69553 -3.13022 -1.07427 0.09 -0.08 0.02
H 7.39340 -2.43755 1.21397 0.05 -0.03 0.04
H 6.22544 -0.51502 2.29281 0.04 0.01 0.08
H 4.44274 1.27052 2.10610 0.01 0.06 0.13
H -2.83642 0.47520 -1.81716 -0.18 -0.27 -0.10
H -3.61637 -1.08771 -2.18957 0.06 0.05 0.00
H -5.31087 0.74203 -2.07662 0.00 0.07 -0.03
H -4.77231 1.13319 -0.43612 0.02 0.09 -0.05
H -6.77676 -0.25248 -0.27825 -0.10 -0.06 -0.03
H -6.05772 -1.49394 -1.31829 -0.05 -0.05 -0.02
H -5.84232 -2.21764 0.99548 0.15 0.11 -0.13
H -4.33681 -0.61867 2.22596 -0.01 0.01 0.01
H -3.33434 -2.37906 1.14114 -0.10 -0.02 -0.18
H -3.93652 -2.70340 -0.50603 -0.01 0.03 0.02